C19H36NO11P | ωB97M-V with the def2-TZVPD basis set

- HOMO-LUMO gap (eV) = 8.81
- SMILES = CC(=O)OCCCCCN(CC(=O)O)C(=O)OCP(=O)(O)O.C1CCOC1.C1CCOC1
- LUMO (eV) = -0.493

CARTESIAN COORDINATES (ANGSTROEM)
C 4.126 -5.435 0.598
C 3.408 -4.387 -0.489
O 2.966 -4.962 -1.629
O 3.319 -2.927 -0.203
C 2.030 -2.405 -0.739
C 1.429 -1.125 0.085
C 0.562 -0.056 -0.797
C -0.065 -0.626 -2.196
C -1.058 -1.919 -2.054
N -2.205 -1.757 -1.083
C -1.818 -2.241 0.331
C -1.938 -1.038 1.464
O -2.639 0.090 1.259
O -1.214 -1.149 2.764
C -3.219 -2.831 -1.532
O -4.523 -2.625 -1.327
O -2.828 -4.122 -2.138
C -3.398 -5.267 -1.412
P -2.090 -6.698 -1.326
O -2.824 -8.121 -1.311
O -1.026 -6.733 -2.727
O -1.156 -6.631 0.177
H 3.395 -6.277 0.955
H 5.070 -5.869 0.043
H 4.432 -4.787 1.529
H 2.192 -2.235 -1.885
H 1.253 -3.297 -0.581
H 2.368 -0.531 0.519
H 0.819 -1.466 1.051
H -0.301 0.496 -0.192
H 1.318 0.817 -1.102
H 0.809 -0.911 -2.930
H -0.622 0.294 -2.712
H -0.504 -2.938 -1.821
H -1.553 -2.076 -3.129
H -0.781 -2.803 0.348
H -2.620 -3.060 0.663
H -1.626 -1.857 3.343
H -3.813 -4.967 -0.345
H -4.269 -5.703 -2.101
H -0.502 -5.868 -2.778
H -0.698 -5.723 0.155
C -2.381 4.091 0.478
C -1.153 4.662 -0.184
C -0.548 3.438 -0.837
O -1.635 2.563 -1.169
C -2.821 3.043 -0.520
H -3.155 4.835 0.684
H -2.103 3.613 1.425
H -1.449 5.387 -0.951
H -0.470 5.158 0.509
H 0.112 2.904 -0.146
H 0.017 3.682 -1.741
H -3.470 3.475 -1.289
H -3.346 2.208 -0.048
C 2.717 7.299 1.805
C 3.216 6.500 2.981
C 2.087 5.516 3.198
O 1.492 5.277 1.915
C 1.999 6.247 0.989
H 3.510 7.804 1.248
H 2.003 8.058 2.149
H 4.131 5.963 2.703
H 3.431 7.105 3.865
H 1.315 5.935 3.852
H 2.431 4.571 3.627
H 2.689 5.733 0.311
H 1.175 6.661 0.401



C7H15N | ωB97M-V with the def2-TZVPD basis set

- HOMO-LUMO gap (eV) = 7.87
- LUMO (eV) = 0.896
- ΔE to the lowest compared entry with this formula, charge and spin (kcal/mol) = 163.3

CARTESIAN COORDINATES (ANGSTROEM)
C -0.256 -0.434 0.044
C -2.292 -0.060 0.685
C 1.987 0.085 -1.860
C 2.683 -0.091 0.454
C -2.795 -1.487 0.728
N 1.600 0.052 -0.478
C -0.296 0.921 0.159
C -0.427 2.203 0.297
H -0.017 -1.053 0.897
H -0.551 -0.918 -0.876
H -2.801 0.554 -0.056
H -2.284 0.423 1.661
H 2.524 -0.827 -2.178
H 2.645 0.939 -2.097
H 1.097 0.178 -2.493
H 2.292 -0.124 1.477
H 3.268 -1.016 0.294
H 3.398 0.748 0.406
H 0.404 2.868 0.097
H -1.370 2.641 0.614
H -3.846 -1.532 1.041
H -2.735 -1.970 -0.251
H -2.228 -2.099 1.435



C5H11ClErNSTi | ωB97M-V with the def2-TZVPD basis set

- HOMO-LUMO gap (spin up / spin down) (eV) = 6.69 / 6.75
- 2S+1 = 4
- LUMO (spin up / spin down) (eV) = -1.322 / -1.272

CARTESIAN COORDINATES (ANGSTROEM)
Er 0.239 -0.265 -1.363
Cl -1.600 -0.384 0.465
C 1.523 -1.844 -0.511
H 2.612 -1.775 -0.674
H 1.113 -2.865 -0.600
H 1.415 -1.512 0.550
Ti -3.190 -1.687 -0.636
C -3.720 -3.463 0.264
C -4.978 -0.695 -0.561
C -2.529 -1.956 -2.443
H -4.833 0.308 -0.979
H -5.681 -1.250 -1.198
H -5.435 -0.616 0.430
H -2.858 -4.136 0.342
H -4.224 -3.367 1.231
H -4.436 -3.909 -0.438
H -1.902 -2.827 -2.705
H -2.628 -1.171 -3.214
S 2.585 2.764 1.539
C 2.050 1.934 0.296
N 1.596 1.238 -0.588



C22H29FeN9O2S3Sb | ωB97M-V with the def2-TZVPD basis set

- HOMO-LUMO gap (spin up / spin down) (eV) = 5.64 / 6.50
- 2S+1 = 5
- LUMO (spin up / spin down) (eV) = -4.244 / -4.214
- charge = +1
- ΔE to the lowest compared entry with this formula, charge and spin (kcal/mol) = 33.3

CARTESIAN COORDINATES (ANGSTROEM)
Fe 0.475 0.308 -0.794
C 2.178 -2.344 -0.534
N 1.696 -1.275 0.339
C 2.734 -0.500 1.031
C 3.024 0.760 0.280
N 2.422 1.084 -0.846
C 2.928 2.335 -1.210
C 2.682 3.125 -2.328
C 3.366 4.322 -2.421
C 4.284 4.721 -1.440
C 4.557 3.931 -0.341
C 3.862 2.733 -0.253
N 3.899 1.697 0.677
C 1.798 -2.075 -1.957
N 1.126 -1.024 -2.332
C 0.918 -1.155 -3.704
C 0.264 -0.324 -4.610
C 0.233 -0.729 -5.930
C 0.837 -1.924 -6.348
C 1.491 -2.754 -5.458
C 1.515 -2.343 -4.132
N 2.067 -2.907 -2.988
H 1.755 -3.304 -0.231
H 3.265 -2.443 -0.465
H 1.020 -1.619 1.022
H 3.656 -1.078 1.153
H 2.377 -0.227 2.028
H 1.987 2.809 -3.093
H 3.195 4.966 -3.273
H 4.798 5.665 -1.553
H 5.278 4.231 0.407
H 4.420 1.682 1.538
H -0.189 0.602 -4.285
H -0.265 -0.110 -6.664
H 0.791 -2.201 -7.392
H 1.961 -3.672 -5.783
H 2.573 -3.774 -2.933
N -0.697 -1.613 2.359
C -1.079 -0.209 2.626
C -1.469 0.071 4.086
C -2.755 -0.614 4.611
C -4.063 0.131 4.340
N -4.468 0.195 2.947
C -5.182 -0.724 2.327
N -5.475 -1.898 2.921
N -5.621 -0.485 1.100
C 0.147 0.625 2.218
O 1.021 0.835 3.040
O 0.218 1.014 0.975
H -1.480 -2.136 1.992
H -0.380 -2.064 3.209
H -1.881 0.042 1.938
H -1.565 1.155 4.209
H -0.614 -0.214 4.705
H -2.686 -0.717 5.697
H -2.829 -1.629 4.210
H -3.973 1.163 4.676
H -4.887 -0.301 4.915
H -4.179 1.000 2.364
H -5.208 -2.062 3.875
H -6.198 -2.481 2.542
H -5.366 0.425 0.659
H -6.007 -1.223 0.538
S -3.846 2.040 0.072
Sb -2.495 1.164 -1.549
S -1.509 -0.888 -0.846
S -0.456 2.211 -1.931



C21H19BrCoN3O | ωB97M-V with the def2-TZVPD basis set

- HOMO-LUMO gap (spin up / spin down) (eV) = 6.59 / 6.72
- 2S+1 = 2
- LUMO (spin up / spin down) (eV) = -3.978 / -3.968
- charge = +1

CARTESIAN COORDINATES (ANGSTROEM)
Co 0.007 -0.361 -0.001
Br 5.964 3.913 -0.001
C 4.601 2.601 0.000
C 4.967 1.249 0.001
C 3.975 0.294 0.002
C 2.618 0.653 0.000
O 1.696 -0.250 0.000
C 2.248 2.048 -0.001
C 0.890 2.403 -0.002
N -0.121 1.528 -0.003
C -1.416 1.976 -0.002
C -1.862 3.306 -0.001
C -3.219 3.584 0.000
C -4.164 2.577 0.000
C -3.765 1.230 -0.001
C -4.666 0.146 0.000
C -4.158 -1.134 -0.004
C -2.786 -1.337 -0.008
N -1.891 -0.333 -0.006
C -2.380 0.936 -0.003
C 3.277 3.001 -0.002
H 6.008 0.967 0.002
H 4.211 -0.757 0.003
H 0.659 3.458 0.000
H -1.168 4.128 0.000
H -3.538 4.613 0.000
H -5.217 2.802 0.001
H -5.726 0.342 0.004
H -4.810 -1.994 -0.004
H -2.398 -2.343 -0.012
H 3.030 4.052 -0.003
C 1.390 -5.283 0.509
C 0.034 -4.759 0.017
C -1.091 -5.202 0.965
C -0.251 -5.234 -1.415
C 0.067 -3.326 0.012
N 0.036 -2.175 0.006
H 1.367 -6.370 0.515
H 1.596 -4.933 1.519
H 2.193 -4.955 -0.146
H -1.105 -6.288 1.006
H -2.060 -4.858 0.609
H -0.931 -4.817 1.969
H -0.276 -6.321 -1.426
H 0.524 -4.897 -2.099
H -1.210 -4.860 -1.766



C4H15N5 | ωB97M-V with the def2-TZVPD basis set

- HOMO-LUMO gap (eV) = 8.82
- SMILES = [H]/N=C(/N)N(C)C.CNN
- LUMO (eV) = 0.846
- ΔE to the lowest compared entry with this formula, charge and spin (kcal/mol) = 83.8

CARTESIAN COORDINATES (ANGSTROEM)
H 0.959 0.744 -2.095
N -0.017 0.498 -1.951
C -0.141 -0.320 -0.972
N -1.296 -1.047 -0.834
N 0.917 -0.896 -0.134
C 1.918 -0.262 0.738
C 1.671 -1.928 -0.902
H -1.351 -1.823 -1.483
H -2.164 -0.527 -0.838
H 1.469 0.095 1.667
H 2.641 -0.959 1.170
H 2.444 0.551 0.230
H 1.025 -2.615 -1.449
H 2.304 -1.422 -1.637
H 2.302 -2.560 -0.272
C -2.334 1.064 1.464
N -0.924 1.069 1.118
N -0.618 2.315 0.463
H -2.984 1.106 0.578
H -2.606 1.942 2.060
H -2.573 0.179 2.064
H -0.275 0.051 0.971
H -0.731 2.199 -0.555
H 0.365 2.545 0.600



| no. | molar mass (g mol⁻¹) | energy (hartree) |
| --- | --- | --- |
| 1 | 485.47 | -1969.018211 |
| 2 | 113.20 | -330.207658 |
| 3 | 367.80 | -2974.686666 |
| 4 | 725.34 | -4197.550207 |
| 5 | 468.24 | -5007.762065 |
| 6 | 133.20 | -435.034920 |